# 1
A structure of composition C32H28F8N2O8P2S. Source: the OMol25 dataset; level of theory: ωB97M-V/def2-TZVPD.

Maximum force in eV/Å: 3.0
E_tot in hartree: -3827.4279
HOMO level in eV: -9.054
Orbital gap in eV: 8.3
Energy relative to the best compared isomer or geometry (same formula, charge and spin) in kJ/mol: 0.0
M in g/mol: 814.58

ORCA input file:
```
! wB97M-V def2-TZVPD RIJCOSX def2/J DEFGRID3
* xyz 0 1
N -2.14 -5.87 0.42
C -2.57 -5.19 -0.40
O -2.90 -4.31 -1.31
O -3.44 -3.18 -0.57
P -3.42 -1.86 -1.53
O -4.25 -2.04 -2.72
O -3.90 -0.69 -0.58
P -5.54 -0.95 -0.05
N -5.46 -0.38 1.57
O -6.34 0.29 -0.77
O -1.88 -1.52 -2.02
S -0.69 -1.60 -0.93
O -0.76 -2.76 -0.11
O 0.52 -1.43 -1.64
C -0.79 -0.15 0.24
F -1.46 -0.50 1.32
F 0.47 0.08 0.60
F -1.25 0.95 -0.32
H -6.34 0.09 1.80
H -5.45 -1.22 2.16
H -7.21 0.36 -0.36
F 4.11 4.98 -2.02
C 3.60 3.73 -2.10
C 3.39 3.02 -0.94
C 2.86 1.74 -1.02
C 2.56 1.19 -2.26
C 2.78 1.92 -3.42
C 3.30 3.21 -3.34
H 3.64 3.47 0.02
H 2.68 1.17 -0.12
H 2.15 0.19 -2.32
H 2.55 1.50 -4.38
H 3.48 3.80 -4.23
F -3.41 -2.11 3.17
C -2.71 -2.14 4.32
C -3.19 -2.88 5.38
C -2.47 -2.91 6.56
C -1.28 -2.19 6.67
C -0.82 -1.45 5.60
C -1.53 -1.42 4.41
H -4.12 -3.42 5.28
H -2.83 -3.49 7.40
H -0.72 -2.21 7.60
H 0.10 -0.89 5.68
H -1.18 -0.86 3.56
F 0.51 -4.52 4.20
C 1.49 -4.59 3.28
C 2.72 -5.08 3.65
C 3.73 -5.15 2.70
C 3.49 -4.72 1.40
C 2.24 -4.22 1.05
C 1.23 -4.16 2.00
H 2.89 -5.41 4.67
H 4.70 -5.54 2.97
H 4.28 -4.77 0.66
H 2.05 -3.88 0.04
H 0.25 -3.78 1.74
F -2.47 3.69 5.10
C -1.63 3.95 4.07
C -0.93 2.91 3.51
C -0.07 3.18 2.44
C 0.07 4.48 1.97
C -0.65 5.51 2.56
C -1.51 5.25 3.62
H -1.05 1.91 3.89
H 0.48 2.37 1.98
H 0.73 4.68 1.15
H -0.54 6.52 2.20
H -2.09 6.04 4.09
F 1.13 2.12 -6.16
C 1.90 2.45 -7.22
C 2.61 1.45 -7.86
C 3.39 1.80 -8.95
C 3.46 3.12 -9.37
C 2.75 4.10 -8.71
C 1.95 3.76 -7.62
H 2.54 0.43 -7.51
H 3.95 1.03 -9.47
H 4.08 3.38 -10.22
H 2.80 5.13 -9.03
H 1.38 4.51 -7.09
*
```

Results of the Löwdin charge analysis, in e, for atoms 1 through 2:
1. N 0.22
2. C -0.30

***

# 2
A structure of composition C32H28GaN6O10P2. Source: the OMol25 dataset; level of theory: ωB97M-V/def2-TZVPD.

Maximum force in eV/Å: 1.6
E_tot in hartree: -4924.8041
HOMO level in eV: -9.545
Orbital gap in eV: 6.0
Energy relative to the best compared isomer or geometry (same formula, charge and spin) in kJ/mol: 376.0
M in g/mol: 788.28

ORCA input file:
```
! wB97M-V def2-TZVPD RIJCOSX def2/J DEFGRID3
* xyz 1 1
Ga -1.37 2.07 -0.80
O -5.59 3.05 -0.51
P -4.11 3.60 -0.49
O -3.98 5.01 -0.87
O -3.26 2.58 -1.22
O -3.76 3.36 1.13
P -2.28 2.86 1.36
O -2.07 3.06 2.90
O -2.08 1.39 0.97
O -1.35 3.67 0.48
H -6.20 3.75 -0.75
H -2.68 3.70 3.27
C 5.10 -8.00 6.50
O 4.77 -7.88 5.13
C 4.22 -6.73 4.70
C 3.96 -6.66 3.32
C 3.44 -5.52 2.76
C 3.15 -4.40 3.56
C 3.39 -4.49 4.93
C 3.91 -5.63 5.50
C 2.61 -3.22 2.93
N 2.27 -3.14 1.66
C 1.81 -1.89 1.47
C 1.86 -1.16 2.66
N 2.38 -2.03 3.58
C 1.45 0.20 2.73
C 1.51 1.01 3.88
C 1.18 2.34 3.77
C 0.79 2.85 2.53
N 0.68 2.10 1.46
C 0.99 0.81 1.54
C 0.87 0.07 0.30
N 0.54 0.73 -0.78
C 0.36 -0.01 -1.94
C 0.62 -1.52 -2.08
C 1.28 -2.05 -0.90
C 1.29 -1.33 0.25
H 5.56 -8.98 6.61
H 4.21 -7.95 7.13
H 5.82 -7.23 6.81
H 4.19 -7.52 2.72
H 3.26 -5.45 1.70
H 3.17 -3.66 5.59
H 4.07 -5.67 6.56
H 2.56 -1.85 4.55
H 1.81 0.59 4.82
H 1.22 2.99 4.64
H 0.56 3.90 2.40
H 0.45 0.58 -2.85
H 0.90 -1.90 -3.05
H 1.77 -3.01 -0.93
O -3.55 5.65 -5.94
C -2.93 6.26 -4.83
C -2.18 5.25 -4.03
C -1.42 5.62 -2.92
C -0.83 4.65 -2.14
N -0.98 3.35 -2.39
C -1.68 2.97 -3.48
C -2.25 3.89 -4.34
C -1.86 1.53 -3.59
C -1.82 0.66 -4.75
C -1.78 -0.61 -4.29
C -1.67 -1.88 -5.07
O -1.67 -1.69 -6.45
C -1.90 -0.57 -2.80
C -0.78 -1.00 -1.88
N -1.95 0.85 -2.50
H -4.16 6.26 -6.34
H -3.68 6.72 -4.17
H -2.23 7.05 -5.16
H -1.34 6.66 -2.64
H -0.25 4.89 -1.26
H -2.82 3.58 -5.20
H -1.76 0.99 -5.76
H -2.46 -2.57 -4.74
H -0.72 -2.36 -4.84
H -2.54 -1.40 -6.75
H -2.84 -1.04 -2.47
H -1.16 -1.12 -0.86
*
```

Results of the Löwdin charge analysis, in e, for atoms 1 through 2:
1. Ga 0.49
2. O -0.07